[1]
DFT (ωB97M-V with the def2-TZVPD basis set) results for C20H44MnNOP3S as an isolated structure.

Calculated values
**Spin multiplicity**: 4
**Net charge**: +4
**HOMO level (spin up / spin down)**: -0.702 / -0.702 Eh

Last column: Mulliken spin population.
Element x y z (Å)
Mn -0.6726 -2.2298 -1.8206  3.332
P -0.6045 1.1148 0.2299  0.020
P -3.2018 -1.6706 -1.3709  -0.232
P 4.2205 1.3542 -1.5383  0.000
H 1.9083 -1.7355 -4.8490  0.000
C 2.4007 -1.6735 -3.8767  -0.006
C 1.8247 -2.3211 -2.6514  -0.012
H 0.9544 -3.0274 -2.7663  0.003
C -0.6890 2.8366 -0.4248  0.004
C -2.0772 1.1469 1.3463  0.002
C 0.7061 1.3825 1.5142  0.002
C -4.3134 -2.7909 -2.3032  -0.020
C -3.9072 -1.7834 0.3124  -0.036
C -3.7951 -0.0370 -1.9567  -0.006
C 5.9147 1.2959 -2.1386  0.000
C 4.0333 0.4271 0.0038  0.001
C 3.5577 3.0270 -1.3988  0.000
H 3.4652 -1.4508 -4.0035  0.000
H 2.5042 -2.6383 -1.8489  -0.004
H -1.1154 3.5375 0.3102  0.001
H -1.3275 2.8120 -1.3206  0.000
H 0.3162 3.1710 -0.7244  -0.001
H -2.0141 2.0229 2.0099  0.000
H -2.1004 0.2281 1.9517  -0.001
H -2.9998 1.1975 0.7525  -0.001
H 0.2875 1.8665 2.4097  0.000
H 1.5083 2.0079 1.0967  -0.001
H 1.1219 0.4034 1.7899  -0.001
H -5.2361 -2.9755 -1.7274  -0.006
H -3.8040 -3.7491 -2.4661  -0.004
H -4.5654 -2.3575 -3.2809  0.000
H -4.2115 -0.8056 0.7012  -0.002
H -3.1451 -2.2092 0.9787  0.003
H -4.7729 -2.4594 0.3084  -0.005
H -4.8584 -0.0998 -2.2236  -0.009
H -3.2333 0.2669 -2.8456  -0.001
H -3.6626 0.7306 -1.1879  0.002
H 6.4923 2.1017 -1.6684  0.000
H 5.9143 1.4311 -3.2318  0.000
H 6.3488 0.3188 -1.8958  0.000
H 4.9775 -0.0926 0.2227  0.000
H 3.2358 -0.3178 -0.1244  0.000
H 3.7838 1.1059 0.8237  0.000
H 4.3372 3.7485 -1.6786  0.000
H 3.2291 3.2140 -0.3690  0.000
H 2.7062 3.1198 -2.0886  0.000
C 0.0117 -0.6710 -3.6272  -0.081
C -0.4580 0.5335 -4.1372  0.041
C -1.5880 0.5210 -4.9270  -0.019
C -2.2920 -0.6706 -5.1275  0.013
C -1.8254 -1.8841 -4.6425  0.037
C -0.5744 -1.9387 -3.9677  0.019
S 1.5387 -0.4389 -2.7231  0.010
H 3.3772 0.6356 -2.4719  0.001
H 0.1169 1.4226 -3.9270  0.003
H -1.8649 1.4415 -5.4559  0.001
H -3.2143 -0.6913 -5.7065  0.000
H -2.3508 -2.8334 -4.8319  -0.005
H -0.1278 -2.9551 -3.8640  -0.002
C 1.6038 -2.6818 2.9008  0.000
N 0.1538 -2.5263 2.9742  -0.002
C -0.4950 -2.5976 4.2845  0.001
C -0.5678 -2.2352 1.8922  0.014
O -0.0765 -2.1506 0.7204  -0.050
H 1.9096 -3.1966 3.8183  0.000
H 2.0986 -1.6981 2.8510  0.000
H 1.8623 -3.2724 2.0153  0.000
H -0.8485 -1.6084 4.6118  0.000
H -1.3634 -3.2687 4.2407  0.000
H 0.2318 -2.9799 5.0053  0.000
H -1.6348 -2.0519 2.1185  -0.004

[2]
DFT (ωB97M-V with the def2-TZVPD basis set) results for C19H31MnN2O5S4 as an isolated structure.

Calculated values
**Spin multiplicity**: 6
**Net charge**: +1
**HOMO level (spin up / spin down)**: -0.419 / -0.426 Eh

Last column: Mulliken spin population.
Element x y z (Å)
Mn -0.1200 -0.6794 0.4604  4.755
C -3.5474 0.2003 -1.0277  -0.002
C -3.7146 -0.0904 0.4586  0.006
S -2.6398 -1.4675 0.9331  0.019
C -2.8654 -1.5292 2.7282  -0.007
C -2.2064 -0.4109 3.5165  0.003
S -0.4128 -0.5558 3.3324  0.023
C 0.1327 1.1590 3.6401  -0.006
C 0.3856 1.9813 2.3793  0.013
S -1.1148 1.8924 1.3796  0.021
C -0.7522 2.8216 -0.1187  0.002
C -1.7583 2.4293 -1.1980  -0.003
S -1.8783 0.6482 -1.5706  0.027
H -4.2386 0.9882 -1.3276  0.001
H -3.8003 -0.6829 -1.6165  -0.002
H -4.7432 -0.3878 0.6672  0.001
H -3.4672 0.7847 1.0599  0.000
H -2.4552 -2.4959 3.0287  -0.001
H -3.9369 -1.5621 2.9277  0.001
H -2.4660 -0.5117 4.5709  0.002
H -2.5336 0.5682 3.1720  -0.001
H 1.0391 1.0957 4.2401  0.000
H -0.6380 1.6177 4.2596  -0.001
H 1.2138 1.5813 1.7929  0.000
H 0.6147 3.0106 2.6555  0.003
H 0.2669 2.6035 -0.4364  0.000
H -0.8541 3.8884 0.0791  0.003
H -1.4611 2.9066 -2.1312  0.000
H -2.7625 2.7780 -0.9532  -0.002
C 2.6842 -1.5776 -2.3719  0.001
C 1.2893 -0.9706 -2.3450  0.026
C 0.6485 -0.9882 -3.7171  -0.002
O 0.4679 -1.7368 -1.4069  0.029
C 1.3913 0.4565 -1.7680  -0.011
O 1.7246 1.3702 -2.4928  0.011
O 1.1281 0.5621 -0.5015  0.020
H 2.6509 -2.5921 -2.7748  0.000
H 3.1069 -1.6125 -1.3691  0.001
H 3.3341 -0.9738 -3.0042  0.000
H 0.6806 -1.9945 -4.1421  0.000
H 1.2026 -0.3191 -4.3718  0.002
H -0.3858 -0.6478 -3.6772  -0.001
H 0.0035 -2.4439 -1.8662  0.009
O -0.5719 -4.2114 -0.0214  0.005
C 0.4918 -5.1548 -0.0899  0.002
N 0.9088 -5.6808 1.1778  0.000
C 1.9564 -5.2153 1.9403  0.000
O 2.4699 -5.8809 2.8058  0.000
C 2.3915 -3.8061 1.6577  -0.020
C 3.7144 -3.5045 1.3658  0.004
C 4.0575 -2.1865 1.1023  0.000
C 3.0676 -1.2190 1.1274  0.042
N 1.8048 -1.4933 1.4640  0.035
C 1.4876 -2.7596 1.7385  0.010
H -1.3754 -4.6544 0.2788  0.001
H 1.3077 -4.6073 -0.5574  -0.001
H 0.2144 -5.9920 -0.7330  0.000
H 0.6290 -6.6207 1.4207  0.000
H 4.4564 -4.2923 1.3449  0.000
H 5.0757 -1.9092 0.8700  0.000
H 3.2753 -0.1878 0.8701  0.003
H 0.4684 -2.9497 2.0624  -0.021

[3]
DFT (ωB97M-V with the def2-TZVPD basis set) results for C6H18FKO3 as an isolated structure.

Calculated values
**Spin multiplicity**: 1
**Net charge**: 0
**HOMO level**: -0.335 Eh

Last column: natural (NBO) charge in e.
Element x y z (Å)
K 13.3352 7.4048 24.3308  0.980
F 12.1689 7.9810 21.6659  -0.929
C 10.6977 6.8433 28.6935  -0.650
C 12.0374 6.4350 27.9529  -0.066
O 12.4245 7.3099 26.9378  -0.751
H 10.3724 6.1440 29.4637  0.225
H 9.7921 6.8858 28.0884  0.227
H 10.8576 7.8119 29.1672  0.203
H 12.0087 5.4551 27.4764  0.179
H 12.9361 6.2763 28.5490  0.165
H 12.4865 8.1836 27.3308  0.472
C 8.3958 9.3001 24.4674  -0.628
C 9.3966 8.8034 23.4446  -0.055
O 10.6843 8.7197 24.0024  -0.791
H 8.2845 8.6607 25.3431  0.203
H 7.3992 9.3767 24.0324  0.209
H 8.7315 10.3139 24.6853  0.207
H 9.5027 9.4839 22.5997  0.168
H 9.0936 7.8651 22.9799  0.155
H 11.2339 8.6211 23.2214  0.508
C 11.1721 4.4005 21.5362  -0.636
C 12.5649 4.6672 20.9918  -0.056
O 13.2092 5.4805 21.9504  -0.805
H 10.5179 5.2415 21.7661  0.222
H 11.0491 3.6544 22.3213  0.197
H 10.7194 4.0084 20.6255  0.195
H 12.4713 5.1561 20.0221  0.172
H 13.1502 3.7535 20.8879  0.167
H 12.9293 6.3823 21.7773  0.512

[4]
DFT (ωB97M-V with the def2-TZVPD basis set) results for C27H56BF4InN3O3 as an isolated structure.

Calculated values
**Spin multiplicity**: 3
**Net charge**: -1
**HOMO level (spin up / spin down)**: -0.146 / -0.146 Eh

Last column: Mulliken spin population.
Element x y z (Å)
C 6.3029 1.6661 0.7483  0.000
C 5.6219 2.7887 -0.0359  0.001
C 4.5939 2.2285 -1.0225  0.001
C 4.1259 3.2368 -2.0773  0.000
C 3.6200 2.6459 -3.4163  0.000
In 2.6397 0.6289 -3.3383  0.000
B 0.4527 0.9142 -2.6891  0.001
O 0.1486 1.9941 -1.8544  0.002
N -0.7246 0.0641 -3.0491  0.000
C -1.7721 0.8444 -3.7033  0.000
C -1.2606 -0.5041 -1.8076  0.009
C 2.9243 -0.4174 -5.3510  0.000
F 4.0171 0.1416 -6.0335  0.000
F 1.8647 -0.3072 -6.2373  0.000
C 3.2737 -1.9005 -5.3561  0.000
F 2.1664 -2.6621 -5.1443  0.000
F 4.1604 -2.1921 -4.3767  0.000
H 6.8057 0.9857 0.0546  0.000
H 5.5411 1.0656 1.2568  0.000
H 7.0170 2.0362 1.4880  0.000
H 5.1422 3.4879 0.6587  0.000
H 6.3731 3.3247 -0.6286  0.000
H 5.0626 1.3887 -1.5478  0.000
H 3.7321 1.8255 -0.4783  -0.001
H 4.9839 3.8985 -2.2783  0.000
H 3.3502 3.8866 -1.6482  0.000
H 2.8800 3.3449 -3.8220  0.000
H 4.4585 2.6250 -4.1211  0.000
H 3.4478 -0.3644 -2.1078  0.000
H 0.9000 2.1767 -1.2743  0.000
H -2.6313 0.1936 -3.9054  0.000
H -2.1274 1.6821 -3.0786  0.000
H -1.4010 1.2462 -4.6506  0.000
H -1.8074 0.2424 -1.2078  0.000
H -0.4499 -0.9036 -1.1904  0.000
H -1.9577 -1.3119 -2.0568  -0.007
H 3.7235 -2.2076 -6.3074  0.000
C -1.8231 -6.4250 -0.1544  0.019
C -2.4851 -5.0825 0.1990  0.012
C -3.2674 -5.1971 1.5108  0.029
C -4.5629 -5.9974 1.3811  -0.019
C -5.4352 -5.4472 0.2536  0.028
C -4.7007 -5.3433 -1.0866  0.000
N -3.4066 -4.6168 -0.8895  0.375
O -3.5714 -3.3459 -0.8600  0.563
C -4.4807 -6.7362 -1.6913  0.022
C -5.5456 -4.5633 -2.0878  -0.004
C -1.3624 -4.0598 0.3454  -0.021
H -1.5909 -6.4761 -1.2182  -0.011
H -0.8857 -6.5164 0.3939  0.001
H -2.4256 -7.2910 0.1112  0.001
H -3.5088 -4.1900 1.8645  0.004
H -2.6146 -5.6481 2.2628  0.000
H -4.3471 -7.0564 1.2147  -0.001
H -5.1149 -5.9446 2.3219  0.001
H -6.3207 -6.0734 0.1154  0.000
H -5.7916 -4.4515 0.5354  0.005
H -3.8402 -6.6740 -2.5718  -0.010
H -5.4446 -7.1417 -2.0017  0.000
H -4.0459 -7.4527 -1.0015  0.001
H -5.8235 -3.5841 -1.7074  -0.001
H -6.4579 -5.1268 -2.2915  0.001
H -5.0063 -4.4232 -3.0251  -0.001
H -0.8292 -3.9255 -0.5963  0.003
H -0.6565 -4.4214 1.0947  -0.001
H -1.7337 -3.0898 0.6644  0.004
C 0.1859 6.2111 3.2691  0.018
C 0.2933 4.9459 2.4013  0.007
C -1.0522 4.2168 2.3396  0.029
C -1.4183 3.5017 3.6388  -0.020
C -0.2940 2.5679 4.0824  0.026
C 1.0673 3.2619 4.1883  0.007
N 1.3482 4.0104 2.9202  0.397
O 1.7732 3.2264 1.9988  0.544
C 1.1100 4.1866 5.4117  0.019
C 2.1667 2.2237 4.3875  -0.009
C 0.7001 5.3982 1.0020  -0.021
H 1.1682 6.5259 3.6232  -0.014
H -0.2269 7.0220 2.6688  0.002
H -0.4706 6.0944 4.1285  0.002
H -1.0175 3.4826 1.5292  0.000
H -1.8249 4.9426 2.0732  0.002
H -1.6491 4.2240 4.4275  0.000
H -2.3291 2.9201 3.4837  0.001
H -0.5292 2.1197 5.0515  0.001
H -0.2132 1.7466 3.3641  0.003
H 2.0248 4.7810 5.4111  -0.012
H 1.1044 3.5755 6.3151  0.001
H 0.2627 4.8616 5.4840  0.001
H 2.1601 1.4711 3.6039  0.002
H 2.0097 1.7258 5.3461  0.001
H 3.1502 2.6954 4.3974  -0.001
H 1.6822 5.8733 1.0161  -0.002
H -0.0320 6.1237 0.6440  0.000
H 0.7307 4.5725 0.2971  0.013

Energy, record by record: -94969.048; -108083.070; -31698.932; -56237.932 eV